# 1
Molecular formula: C54H44ClN3O4PY
Method: DFT, the ωB97M-V functional and the def2-TZVPD basis

Output
Energy relative to the best compared isomer or geometry (same formula, charge and spin)   0.0 kJ/mol
Gap between HOMO and LUMO   5.6 eV
Charge   -2
2S+1   1

Cartesian coordinates (Å):
Y (0.47144, 0.61342, -0.52958)
Cl (1.10671, 7.96047, 1.26395)
P (-1.59804, -1.92311, -0.90158)
O (-0.63801, -0.01607, -2.68975)
O (0.52199, -0.94035, 1.18901)
O (-1.77311, 0.98555, -4.35503)
O (2.65365, 1.27451, 0.15414)
N (2.37012, 0.18147, -2.36576)
N (1.99570, -2.00474, -0.98169)
N (0.73576, 2.57320, 1.50798)
C (0.81604, 1.39239, 5.00721)
C (2.69276, -2.46446, -0.02941)
C (1.14355, -1.64577, 3.34169)
C (1.92487, 5.88352, -0.32562)
C (-4.07083, -1.71375, 0.53372)
C (3.22062, -3.12037, 2.26644)
C (1.22155, 1.89945, 3.78071)
C (-0.40275, 5.91853, 0.23170)
C (3.03371, -3.13680, 3.63640)
C (-4.28850, 2.26518, 1.16046)
C (-1.60397, 0.12339, -3.49944)
C (2.14198, -1.00343, -3.18647)
C (0.35531, -5.53225, -0.29397)
C (2.39148, -2.39258, 1.40821)
C (-2.76678, -1.92135, -2.34507)
C (-1.39800, 1.13358, 4.13246)
C (-2.00146, 1.74633, 1.77442)
C (1.73007, 4.72607, -1.06471)
C (3.62715, 1.93102, -0.35463)
C (0.85793, 6.48216, 0.32571)
C (-2.76750, 1.25266, -0.39573)
C (0.31637, 2.04964, 2.72921)
C (-4.27768, -2.01269, 2.91744)
C (0.55459, -6.00801, -1.58464)
C (5.05074, 2.64576, -2.21896)
C (-0.63980, -4.09530, -2.43832)
C (-0.50739, 1.01637, 5.19796)
C (1.32841, -1.61300, 1.93779)
C (4.00495, 1.85794, -1.72572)
C (-4.62913, -2.99257, -3.48587)
C (-0.58980, 4.76024, -0.50877)
C (-1.01500, 1.64247, 2.89494)
C (2.53402, -2.20073, -2.32922)
C (0.46521, 4.10246, -1.18432)
C (-4.03963, 1.73190, -0.09652)
C (-3.74076, -2.92614, -2.42841)
C (-2.73487, -2.12251, 0.55717)
C (-0.33503, -4.34564, -0.08204)
C (5.41265, 3.58313, -0.05671)
C (-2.94353, -2.39372, 2.96600)
C (-0.85820, -3.61135, -1.14630)
C (5.74840, 3.53057, -1.42118)
C (1.97295, -2.38253, 4.15994)
C (0.24685, 2.83115, -1.84035)
C (-3.26182, 2.26124, 2.09608)
C (3.41903, 0.85451, -2.60701)
C (-4.83273, -1.66014, 1.69503)
C (4.40983, 2.80025, 0.46340)
C (-4.55743, -2.03941, -4.49912)
C (-3.59050, -1.05206, -4.44268)
C (-2.67587, -0.98479, -3.38807)
C (-2.18173, -2.42956, 1.80500)
C (0.05622, -5.27865, -2.65672)
C (-1.67396, 1.26423, 0.48752)
H (1.80339, -2.36239, 5.23240)
H (-1.24091, 6.38125, 0.73989)
H (0.34055, -1.04220, 3.74246)
H (-5.85772, -1.31133, 1.63972)
H (0.08402, 3.17678, 1.01840)
H (-0.78907, 2.68555, -2.14785)
H (-3.49668, -0.29738, -5.21267)
H (0.75369, -6.07061, 0.55831)
H (3.68940, -3.70679, 4.28185)
H (3.63861, -2.97683, -0.26079)
H (4.16121, 2.84180, 1.51871)
H (2.73074, -0.99036, -4.11123)
H (-2.46922, -2.62411, 3.91323)
H (2.91620, 6.31643, -0.24918)
H (-1.12374, -2.62849, 1.89823)
H (-2.63264, 0.84855, -1.39468)
H (-1.01323, -3.54086, -3.29245)
H (2.12165, -3.11718, -2.76401)
H (4.03585, -3.68799, 1.82308)
H (-5.37342, -3.78026, -3.51954)
H (3.99827, 0.63246, -3.51454)
H (-0.83563, 0.60227, 6.14435)
H (1.54150, 1.28144, 5.80553)
H (-4.86884, -1.96063, 3.82467)
H (5.30745, 2.54418, -3.27063)
H (1.08485, -1.04958, -3.43764)
H (-5.25142, -2.07589, -5.33156)
H (-4.52418, -1.38933, -0.39289)
H (0.93678, 2.58930, -2.65111)
H (2.25247, 2.20059, 3.62707)
H (2.58721, 4.27101, -1.55227)
H (6.54055, 4.14507, -1.82649)
H (1.09567, -6.93212, -1.75224)
H (0.20904, -5.62387, -3.67304)
H (5.95281, 4.25359, 0.60416)
H (-1.58027, 4.31700, -0.55648)
H (3.62622, -2.29636, -2.29306)
H (-2.42450, 0.79836, 4.24530)
H (-3.43464, 2.65429, 3.09419)
H (1.68704, 2.89999, 1.46937)
H (-5.26138, 2.67136, 1.41449)
H (-0.43197, -3.98391, 0.93394)
H (-4.82337, 1.69409, -0.84767)
H (-3.80117, -3.66784, -1.63969)

# 2
Molecular formula: C9H12Cl2NO3
Method: DFT, the ωB97M-V functional and the def2-TZVPD basis

Output
Gap between HOMO and LUMO   8.5 eV
Charge   +1
2S+1   1

Cartesian coordinates (Å):
Cl (0.45666, -0.51909, -2.25369)
Cl (-0.47282, 0.36259, -5.41351)
O (-0.16020, 1.89732, 1.58374)
O (2.43842, 0.89643, 3.39465)
O (0.68919, 0.83530, 4.77019)
N (-1.65832, -1.49757, 0.94220)
C (-0.08674, -1.71048, 2.85239)
C (1.53406, -0.07397, -3.60757)
C (0.19835, -0.26464, 2.75189)
C (-2.08079, 0.69459, -0.30668)
C (-0.44712, 0.54939, 1.69098)
C (1.15217, 0.51903, 3.71372)
C (-1.38271, -0.14804, 0.80439)
C (-1.02936, -2.27222, 1.91052)
C (0.92164, 0.98324, -4.49814)
H (-3.16626, 0.39454, -0.40994)
H (0.53623, 1.98894, 0.90076)
H (-1.56976, 0.53656, -1.29194)
H (-2.11074, 1.78300, -0.01862)
H (1.76766, -0.98087, -4.16374)
H (2.96990, 0.14111, 3.07673)
H (0.42630, -2.30470, 3.64984)
H (1.65711, 1.31987, -5.22927)
H (2.45752, 0.30217, -3.16663)
H (-2.34277, -1.92149, 0.31137)
H (0.59131, 1.84884, -3.92427)
H (-1.28893, -3.35985, 1.93064)

# 3
Molecular formula: C2H4N2O2S
Method: DFT, the ωB97M-V functional and the def2-TZVPD basis

Output
Energy relative to the best compared isomer or geometry (same formula, charge and spin)   451.7 kJ/mol
Gap between HOMO and LUMO   9.3 eV
2S+1   1

Cartesian coordinates (Å):
S (-0.46261, 1.34472, -1.81921)
O (-1.38112, -0.90376, -1.21799)
O (1.44377, 1.39243, -0.06700)
N (0.92601, -0.65598, 1.55911)
N (-1.04717, -1.08072, 0.19718)
C (0.60319, 0.70724, -0.50135)
C (0.11315, -0.48343, 0.47088)
H (0.81053, -1.71333, 1.97009)
H (0.27509, 2.43101, -2.00044)
H (1.30642, -0.00469, 2.21543)
H (-2.58726, -1.03351, -0.80670)

# 4
Molecular formula: C5H11NO2
Method: DFT, the ωB97M-V functional and the def2-TZVPD basis

Output
Energy relative to the best compared isomer or geometry (same formula, charge and spin)   189.8 kJ/mol
SMILES string   COC(N)=O.C=CC
Gap between HOMO and LUMO   10.3 eV
2S+1   1

Cartesian coordinates (Å):
O (1.27557, -0.24872, 0.19372)
O (1.16646, 0.65509, 2.32107)
N (0.80010, 2.06819, 0.57545)
C (1.69731, 0.00112, -1.13031)
C (-1.20143, -1.83320, 0.74121)
C (0.94795, 0.84313, 1.15850)
C (-1.73106, -0.09378, -1.00779)
C (-1.29586, -0.45029, 0.19512)
H (-1.92025, -0.83734, -1.76847)
H (-2.13424, -2.11453, 1.23044)
H (0.56225, 2.14354, -0.39865)
H (0.83052, 0.21231, -1.76776)
H (2.40690, 0.83162, -1.19067)
H (-1.07151, 0.34951, 0.97323)
H (0.71937, 2.84507, 1.21123)
H (-1.86692, 0.93785, -1.29610)
H (-0.96504, -2.54274, -0.04983)
H (-0.41346, -1.86354, 1.49417)
H (2.19334, -0.90329, -1.48456)

# 5
Molecular formula: C38H40F5GaNSi
Method: DFT, the ωB97M-V functional and the def2-TZVPD basis

Output
Energy relative to the best compared isomer or geometry (same formula, charge and spin)   0.0 kJ/mol
Gap between HOMO and LUMO   6.2 eV
Charge   -1
2S+1   1

Cartesian coordinates (Å):
Ga (-0.55069, -3.60414, -0.67821)
Si (-2.52409, -2.28637, -0.23591)
F (5.97646, 4.23641, -1.34095)
F (-4.25162, 2.83534, 1.44193)
F (-4.90362, -1.28765, -3.59504)
F (1.47887, 0.37527, 3.74850)
F (1.12521, -0.22362, -1.65050)
N (0.32826, -6.27366, 0.38213)
C (7.91530, 0.89819, -2.72107)
C (0.11437, -7.51579, 0.81330)
C (-2.10936, 2.16034, 2.13821)
C (-2.67355, 4.50162, 1.93312)
C (-1.12342, -8.12926, 0.93410)
C (-4.14015, -2.96961, -0.97737)
C (1.63711, 1.43665, -0.09915)
C (6.00625, 1.90257, -1.65139)
C (-2.02913, -6.08241, 0.14878)
C (6.61192, 3.13485, -1.79337)
C (-7.24420, 1.44912, -3.68529)
C (-8.42586, 0.78273, -3.39002)
C (-2.26890, -0.57494, -1.02263)
C (-8.40947, -0.58715, -3.16347)
C (-1.39353, 4.84060, 2.34602)
C (2.14634, 1.74165, -2.43915)
C (2.16880, 2.68663, 0.17611)
C (-6.04625, 0.75320, -3.75460)
C (5.28811, 1.36160, 4.88260)
C (3.63166, -0.31280, 4.38196)
C (1.63588, 0.98196, -1.40262)
C (-6.05566, -0.60997, -3.53078)
C (-3.00733, 3.16534, 1.83864)
C (4.92151, 0.02760, 4.76101)
C (4.36148, 2.36127, 4.62158)
C (-2.83959, -2.13411, 1.65090)
C (6.66724, 0.77842, -2.12395)
C (-2.24459, -7.38032, 0.58674)
C (3.06958, 2.03279, 4.23739)
C (8.50505, 2.14813, -2.84919)
C (-0.82963, 2.50884, 2.54519)
C (-0.47313, 3.84816, 2.65029)
C (2.72946, 0.69954, 4.12653)
C (-0.74532, -5.52367, 0.03367)
C (2.67516, 2.99299, -2.15263)
C (2.68865, 3.46854, -0.84719)
C (7.85072, 3.28046, -2.38527)
C (-7.21846, -1.29454, -3.23442)
H (-1.11589, 5.88322, 2.42886)
H (0.99389, -8.08720, 1.09426)
H (-1.20919, -9.14654, 1.28184)
H (1.22298, 0.81221, 0.68210)
H (-7.18001, -2.36115, -3.05930)
H (2.13337, 1.34874, -3.44698)
H (0.74752, -2.87460, -0.06228)
H (-5.11203, 1.25289, -3.97253)
H (2.17918, 3.04928, 1.19565)
H (-9.32755, -1.10799, -2.92580)
H (-7.25315, 2.51676, -3.86043)
H (6.29612, 1.62094, 5.17769)
H (8.42723, 0.01825, -3.08717)
H (-3.24007, -7.79406, 0.65946)
H (-2.13212, -0.74288, -2.09015)
H (-9.35757, 1.33014, -3.33232)
H (-2.41063, 1.12472, 2.04949)
H (-1.32999, -0.17020, -0.65231)
H (0.52580, 4.11922, 2.96784)
H (-2.87806, -5.46914, -0.12276)
H (5.03450, 1.82807, -1.18123)
H (-2.04151, -2.61798, 2.20772)
H (9.47823, 2.24398, -3.31215)
H (-2.88734, -1.09711, 1.98274)
H (-3.40634, 5.25756, 1.68412)
H (-4.57568, -3.75513, -0.36212)
H (-0.11240, 1.73639, 2.77784)
H (-3.76350, -2.65171, 1.90559)
H (2.33165, 2.79520, 4.02495)
H (-4.88027, -2.16494, -1.01876)
H (-3.09092, 0.12577, -0.87570)
H (3.32412, -1.34454, 4.27768)
H (-4.02329, -3.34033, -1.99146)
H (4.64369, 3.40134, 4.71607)
H (8.28915, 4.26518, -2.47930)
H (3.10781, 4.44211, -0.63001)
H (6.20188, -0.19306, -2.02660)
H (5.64391, -0.75305, 4.95721)
H (-0.36511, -3.69770, -2.28454)
H (3.08574, 3.59656, -2.95173)

# 6
Molecular formula: C42H53ClF4IN4O6S
Method: DFT, the ωB97M-V functional and the def2-TZVPD basis

Output
Gap between HOMO and LUMO   7.2 eV
Charge   +1
2S+1   1

Cartesian coordinates (Å):
I (-3.78937, -1.49428, -1.21948)
Cl (-1.68121, 0.15930, -4.16568)
S (-1.85142, 1.99626, 0.76942)
F (-3.78732, 3.60190, -3.10936)
F (3.85927, -3.40397, -3.53232)
F (4.45318, 2.67619, 11.16574)
F (-6.37201, -2.57762, -4.04509)
O (3.04181, 1.33387, 3.20186)
O (2.34930, 2.22129, 5.05234)
O (2.93651, -3.27538, 0.86129)
O (-2.96160, 1.16786, 0.40822)
O (-1.88580, 2.51531, 2.11624)
O (-2.04814, -2.25578, 0.96934)
N (2.94992, 1.31626, 4.67790)
N (0.90015, 1.62462, 1.25468)
N (-0.67428, 0.06569, 1.97457)
N (2.63939, 5.21345, -2.30232)
C (-1.82454, 3.40081, -0.32439)
C (-7.18149, -3.34912, -3.28340)
C (-6.50416, 1.22209, -2.87063)
C (-0.06538, 1.54412, -2.45742)
C (5.94745, -4.49662, -3.55107)
C (-8.82406, -4.90024, -1.71914)
C (-7.76244, -4.46974, -3.83848)
C (-8.22936, -3.76578, -1.18547)
C (-5.24917, 1.75120, -3.13365)
C (3.87345, -3.37776, -0.22140)
C (3.80391, -0.23602, 9.14228)
C (-1.97609, -1.74330, -0.07699)
C (6.69115, -5.63581, -3.82300)
C (-7.25853, 3.37528, -2.11160)
C (1.39999, -0.65505, 0.44619)
C (4.02524, 1.91045, 10.14747)
C (3.46277, -2.08592, 0.35671)
C (-0.69190, -1.31372, -0.75986)
C (0.74917, 0.57590, -1.58352)
C (-7.50994, 2.03333, -2.36406)
C (2.35569, 0.18484, 2.68632)
C (4.25075, 0.54921, 10.19375)
C (4.71029, -6.75537, -4.59525)
C (-5.02415, 3.08472, -2.86826)
C (0.13315, -0.05200, -0.30391)
C (6.07549, -6.76369, -4.34614)
C (2.59430, 3.52258, 0.98537)
C (2.93756, 1.71738, 8.03659)
C (3.38507, 4.53008, -1.21390)
C (4.59202, -4.51503, -3.80468)
C (3.37375, 2.51028, 9.08880)
C (3.95596, -5.62440, -4.32008)
C (3.15034, 0.34505, 8.06405)
C (2.75218, 4.81444, 0.15942)
C (-8.58789, -5.25049, -3.04228)
C (2.50972, -1.22371, -0.45992)
C (-6.00273, 3.91169, -2.35918)
C (-7.39692, -2.98376, -1.97218)
C (1.95404, 0.52421, 1.27257)
C (-1.52186, 1.19993, -2.73121)
C (1.25976, 2.92438, 0.57926)
C (-0.34254, 0.90926, 0.82840)
H (-0.53277, 0.58601, 2.83467)
H (-2.07554, 2.10424, -2.95636)
H (6.40958, -3.60385, -3.15025)
H (-0.03353, -2.17606, -0.67524)
H (2.88971, -5.59935, -4.50188)
H (3.01630, -0.67932, 2.70012)
H (7.75417, -5.64028, -3.62526)
H (3.42366, 5.46049, 0.71815)
H (6.65851, -7.64862, -4.56015)
H (1.01721, -0.24781, -2.23446)
H (-6.69502, 0.17463, -3.06634)
H (4.22873, -7.63189, -5.00596)
H (1.50254, -0.04546, 3.32429)
H (1.14278, -1.49242, 1.08545)
H (-7.57060, -4.72060, -4.87289)
H (-8.04212, 4.00927, -1.72041)
H (-1.66853, -0.14941, 1.99484)
H (2.10482, -1.88018, -1.22636)
H (3.96653, -1.30491, 9.16644)
H (-8.41244, -3.48782, -0.15654)
H (3.35167, 3.45593, -1.41605)
H (3.12259, -0.46442, -0.94395)
H (-2.20277, 4.22069, 0.27997)
H (-2.04284, 0.71114, -1.91364)
H (-0.01175, 2.58127, -2.13071)
H (1.66502, 1.09660, -1.31522)
H (-8.48931, 1.61981, -2.16621)
H (3.42969, -3.68903, -1.15078)
H (4.43311, 4.81142, -1.21870)
H (-9.04859, -6.13602, -3.45796)
H (0.50001, 3.63220, 0.89850)
H (2.58488, 3.73495, 2.05033)
H (-2.54899, 3.21165, -1.11027)
H (3.43057, 2.87616, 0.73740)
H (0.86946, 1.92039, 2.23564)
H (1.79622, 5.31206, 0.02975)
H (0.42088, 1.54413, -3.43160)
H (1.21433, 2.84269, -0.49982)
H (-4.45163, 1.13919, -3.53686)
H (-9.47108, -5.51190, -1.10561)
H (3.21356, 3.58004, 9.09505)
H (-0.86206, 3.68088, -0.72859)
H (2.43229, 2.17145, 7.20063)
H (3.28119, 5.77581, -2.84758)
H (4.86984, -3.64184, 0.10281)
H (-6.91689, -2.09801, -1.58038)
H (2.80713, -0.27545, 7.24620)
H (-0.90972, -1.23001, -1.81989)
H (-5.78384, 4.95298, -2.16289)
H (2.88253, 0.84618, 0.80732)
H (4.76723, 0.11908, 11.04090)
H (2.30482, 4.51613, -2.95498)
H (4.21007, -1.56139, 0.95184)

# 7
Molecular formula: CH8O4
Method: DFT, the ωB97M-V functional and the def2-TZVPD basis

Output
Energy relative to the best compared isomer or geometry (same formula, charge and spin)   447.7 kJ/mol
Gap between HOMO and LUMO (spin up / spin down)   5.6 / 6.0 eV
Charge   +1
2S+1   2

Cartesian coordinates (Å):
O (2.43838, -1.64143, 0.14881)
O (1.41969, 0.18308, 1.43412)
O (-2.28103, -0.67823, 0.27256)
O (-1.66052, 1.32140, -1.18157)
C (0.58264, 0.63499, 0.40786)
H (-2.01608, -0.02981, -0.39337)
H (2.06411, -0.56065, 0.94584)
H (-3.02648, -1.18887, -0.05303)
H (3.36849, -1.91943, -0.06788)
H (-0.10089, 1.38307, 0.78252)
H (-0.04935, -0.23662, 0.10208)
H (-1.98733, 1.75684, -1.99849)
H (1.24838, 0.97567, -0.39944)

# 8
Molecular formula: C5H7N3
Method: DFT, the ωB97M-V functional and the def2-TZVPD basis

Output
Energy relative to the best compared isomer or geometry (same formula, charge and spin)   294.2 kJ/mol
SMILES string   [H]/N=C\N1N=CCC1=C
Gap between HOMO and LUMO   9.0 eV
2S+1   1

Cartesian coordinates (Å):
N (2.62964, 0.06737, -0.12036)
N (0.35699, 0.06305, -0.03252)
N (0.36492, -1.31963, 0.05497)
C (-0.90705, 0.66101, -0.06737)
C (-1.79308, -0.49590, 0.05351)
C (-1.17463, 1.94969, -0.05983)
C (1.57962, 0.63785, 0.22498)
C (-0.84872, -1.66971, -0.03170)
H (-2.44094, -0.51244, -0.80206)
H (-0.46042, 2.70930, -0.44448)
H (2.48426, -0.93473, -0.51302)
H (-1.11147, -2.72735, -0.01486)
H (1.54360, 1.54934, 0.74501)
H (-2.42735, -0.54628, 0.93014)
H (-2.18532, 2.28892, 0.06709)

Record order is preserved below.
E_tot: -92233.45019 -42197.62152 -20044.80161 -10947.29961 -115386.57606 -104975.00930 -9340.71235 -9766.33871 eV